Formula: C38H78Br2ClF3N5O2
Source: the Open Molecules 2025 dataset
Level of theory: wB97M-V/def2-TZVPD

```
129
Properties=species:S:1:pos:R:3:forces:R:3
C 2.6968 -6.8300 -2.4159 -0.115 -0.533 -0.374
C 1.2191 -6.8769 -1.7739 0.740 0.008 0.008
C 1.1231 -6.0398 -0.3898 0.158 0.404 -1.740
C 0.3165 -4.6744 -0.7194 1.315 -0.605 0.868
C 0.7439 -3.5315 0.3553 -0.029 -1.780 -0.191
C 1.2815 -2.1981 -0.2845 0.686 -0.830 0.454
C 0.5759 -0.7949 -0.0028 1.071 0.609 -3.367
C -0.9745 -0.6474 -0.2851 -2.218 -0.335 -0.295
Cl -2.0006 0.1004 1.0874 1.005 -0.113 -0.283
C -1.8295 -1.9211 -0.7119 -0.989 0.067 -0.196
C -1.6191 -2.4345 -2.2006 -0.725 -0.691 0.132
C 1.2518 0.1171 -1.2037 -0.635 0.134 -1.177
C 0.7728 -0.2047 -2.6802 0.934 0.831 -1.212
C 1.7836 0.5968 -3.6680 -0.762 0.096 0.124
O 2.1314 -0.2122 -4.8041 -0.288 1.434 0.220
C 2.0246 0.5201 -6.0506 0.782 -0.206 -1.236
C 3.1729 0.0174 -7.0715 -1.123 0.482 0.685
C 0.9253 1.6772 -1.0255 -1.160 0.327 -0.642
N 0.8845 2.1157 0.4353 2.360 -2.017 -0.125
C 1.8046 1.1028 0.9870 -3.014 1.077 -1.024
N 3.0659 1.4440 1.1151 -0.633 -0.040 -0.122
C 4.0615 0.4168 1.5027 0.386 -1.493 0.036
C 5.5498 0.5939 1.0329 0.609 -0.753 -0.132
C 5.9178 -0.4942 -0.0866 0.717 0.727 2.280
F 5.0047 -0.5073 -1.1259 1.961 -0.437 1.508
F 5.9655 -1.7283 0.5956 -0.533 1.744 -2.008
F 7.2225 -0.2366 -0.4876 -2.428 -0.641 -0.220
C 3.5056 2.8532 0.8088 0.579 0.854 1.290
O 3.8236 2.9523 -0.5729 0.294 0.071 1.919
C 5.0094 3.7331 -0.8395 1.639 -0.122 -2.114
C 5.8772 2.8828 -1.9076 -1.140 -0.282 0.629
N 1.1776 -0.1756 1.1837 1.571 1.869 1.203
C 1.2783 -0.5808 2.5454 -0.013 0.540 2.607
Br 2.4490 -2.1852 3.0082 -0.390 0.442 -0.512
C 0.0015 -0.6515 3.5486 2.126 0.806 1.454
C 0.6545 -0.5828 5.0350 -1.846 0.154 0.272
Br -1.0213 -2.3193 3.5257 0.048 0.867 -0.329
H 3.4808 -6.4059 -1.7213 -0.902 -0.554 -0.645
H 2.9925 -7.8962 -2.7013 -0.192 1.499 0.427
H 2.7431 -6.2326 -3.3787 -0.169 -0.584 1.169
H 0.5324 -6.4236 -2.5647 0.549 -0.844 1.251
H 0.9836 -7.9763 -1.6185 -0.028 1.463 -0.166
H 2.2081 -5.7712 -0.1472 -1.574 -0.362 0.092
H 0.6488 -6.6363 0.4429 0.565 0.745 -0.878
H 0.6550 -4.3989 -1.7767 -0.746 -0.191 1.410
H -0.7818 -4.9354 -0.6600 1.138 0.603 -0.411
H 1.6032 -4.0288 0.9222 -1.191 0.958 -0.620
H -0.1107 -3.4684 1.0815 1.030 0.505 -0.611
H 1.4404 -2.4416 -1.3902 -0.619 0.872 1.364
H 2.3571 -2.0583 0.0911 -1.507 -0.060 -0.435
H -1.2598 0.1209 -1.0819 1.187 -1.104 1.007
H -1.8443 -2.7562 0.0673 0.470 1.156 -1.120
H -2.9144 -1.5479 -0.6977 1.524 -0.424 0.010
H -0.5799 -2.7853 -2.4510 -1.136 0.569 0.288
H -2.2981 -3.3483 -2.3218 0.936 1.191 0.169
H -2.0042 -1.6838 -2.9663 0.742 -0.783 1.050
H 2.3767 -0.0990 -1.2781 -1.445 0.424 0.691
H 0.8277 -1.2723 -3.0219 0.051 0.980 0.703
H -0.2555 0.1880 -2.9555 1.074 -0.607 0.720
H 1.2415 1.5403 -4.0159 0.820 -1.099 0.461
H 2.7349 0.9048 -3.1339 -0.942 -0.329 -0.432
H 0.9922 0.3158 -6.4751 1.151 0.434 0.412
H 2.2068 1.6390 -5.9283 -0.557 -1.397 0.169
H 2.7067 -0.0138 -8.1085 0.878 -0.078 1.252
H 4.0197 0.7729 -7.0401 -0.904 -1.201 -0.147
H 3.5031 -1.0044 -6.7234 -0.249 1.140 -0.637
H 1.6140 2.3578 -1.6039 -0.503 -0.978 0.738
H -0.1281 1.8974 -1.4154 1.439 -0.435 0.415
H -0.0566 1.9993 0.8262 0.399 -0.427 -0.168
H 3.6905 -0.5689 1.0537 0.407 1.355 0.793
H 4.0339 0.2732 2.6248 0.013 0.337 -1.276
H 6.2228 0.3173 1.9139 -0.896 0.366 -1.267
H 5.8880 1.6100 0.6938 -0.654 -1.024 0.211
H 2.7456 3.6217 1.1709 0.549 -1.356 -0.783
H 4.4062 3.0206 1.4975 -0.951 -0.291 -1.191
H 5.6908 3.9001 0.0459 -1.207 0.005 -0.574
H 4.7099 4.7125 -1.3390 0.330 -1.159 0.985
H 5.1083 2.3528 -2.5547 1.057 0.743 0.489
H 6.4463 2.0513 -1.3702 -0.498 1.325 -0.851
H 6.5448 3.5397 -2.5354 -0.663 -0.815 0.809
H 1.8869 0.2478 3.0751 -0.977 -1.322 -0.957
H -0.6135 0.3087 3.5060 0.508 -1.666 -0.646
H 0.9879 -1.5912 5.4097 -0.016 1.276 -0.588
H 1.4144 0.2454 5.1421 -0.582 -1.056 -0.246
H -0.2253 -0.2829 5.7048 1.232 -0.415 -0.793
C -5.3152 -2.0925 2.0152 0.078 0.032 -0.045
C -6.2828 -3.1836 1.5761 0.069 0.134 -0.022
N -7.1774 -2.7698 0.5046 -0.329 0.002 -0.091
C -8.2873 -3.6948 0.2875 -0.131 0.032 0.179
C -7.9516 -5.1065 -0.1906 -0.094 -0.179 -0.144
C -6.5411 -2.2625 -0.7034 0.180 0.267 0.106
C -5.5503 -3.1765 -1.4269 0.078 -0.046 -0.253
H -5.8485 -1.1782 2.2879 0.002 -0.059 -0.090
H -4.7521 -2.4249 2.8914 -0.028 -0.013 -0.070
H -4.5889 -1.8527 1.2344 -0.011 0.041 0.039
H -6.8834 -3.4500 2.4519 -0.152 -0.065 -0.218
H -5.7088 -4.0809 1.3065 0.088 -0.082 0.072
H -8.9985 -3.2444 -0.4129 0.180 0.096 -0.013
H -8.8402 -3.7801 1.2293 0.149 0.073 0.047
H -7.6621 -5.1207 -1.2417 0.063 -0.030 0.056
H -8.8354 -5.7439 -0.0982 0.050 0.046 0.010
H -7.1566 -5.5686 0.3981 -0.017 0.046 -0.023
H -6.0194 -1.3332 -0.4493 -0.002 -0.065 0.116
H -7.3121 -1.9476 -1.4149 -0.099 -0.161 0.192
H -4.8491 -3.6601 -0.7427 -0.045 -0.001 0.034
H -4.9585 -2.5883 -2.1358 -0.033 -0.001 0.022
H -6.0587 -3.9478 -2.0057 0.092 -0.049 0.094
C -1.4749 4.7834 0.9994 0.106 -0.108 -0.032
C -1.6905 6.1587 1.6168 0.054 -0.102 0.024
N -1.4299 6.1991 3.0488 -0.119 0.044 0.292
C -1.9148 7.4191 3.6912 -0.240 0.014 0.016
C -1.2732 8.7422 3.2771 0.066 0.203 0.091
C -0.1119 5.7501 3.4750 0.009 -0.268 -0.098
C 1.1092 6.4629 2.8914 0.232 0.047 0.053
H -2.0590 4.0196 1.5212 0.032 0.074 0.042
H -1.7937 4.7915 -0.0464 0.021 0.041 0.061
H -0.4220 4.4900 1.0165 -0.021 0.004 -0.001
H -2.7375 6.4269 1.4428 0.083 0.133 0.219
H -1.0849 6.8934 1.0693 -0.002 0.021 -0.136
H -1.8310 7.3107 4.7776 0.115 -0.144 -0.095
H -2.9909 7.4918 3.5009 0.057 -0.126 -0.112
H -0.2718 8.8554 3.6934 -0.004 0.006 -0.089
H -1.8700 9.5741 3.6609 0.023 -0.064 -0.029
H -1.2170 8.8577 2.1929 0.004 -0.029 0.043
H -0.0233 4.6826 3.2414 -0.087 0.016 -0.097
H -0.0515 5.7882 4.5681 -0.210 0.148 -0.094
H 1.0337 6.6083 1.8116 -0.053 0.012 0.026
H 2.0072 5.8641 3.0762 -0.027 0.015 0.019
H 1.2755 7.4319 3.3615 -0.011 -0.005 -0.137
```
Positions in Å, forces in eV/Å.

The LUMO energy is -3.333 eV. The HOMO energy is -9.554 eV. The charge is +1. The spin multiplicity is 1.